# 1
This record from the Open Molecules 2025 dataset describes C13H32IO2P2SiTi as an isolated structure. The level of theory is the ωB97M-V functional and the def2-TZVPD basis.

Cartesian coordinates (Å):
H1 -2.524 1.089 -2.518
H2 1.067 1.920 2.414
H3 -2.826 -0.642 -2.860
H4 0.903 -0.344 -3.960
P1 -2.352 -0.282 -0.519
H5 0.522 1.822 4.101
I1 0.077 -3.366 -1.159
C1 0.087 1.388 -0.213
H6 2.488 -1.965 3.536
C2 0.011 0.319 -4.032
C3 0.057 1.298 -2.973
H7 3.154 -2.650 -0.524
H8 4.324 1.117 0.060
H9 -4.088 0.343 -2.054
H10 -0.037 0.816 -5.035
O1 0.104 2.466 -2.796
C4 3.063 -0.090 -2.264
Ti1 0.073 -0.793 -0.509
H11 -3.003 0.658 1.623
C5 -0.015 -1.293 1.518
H12 -2.448 1.925 0.499
C6 2.365 -0.873 3.489
C7 -0.448 -1.050 4.597
C8 0.357 1.430 3.088
C9 3.484 -1.750 0.008
H13 2.628 0.821 -2.697
H14 -1.513 -0.782 4.500
H15 -0.384 -2.142 4.711
H16 -2.962 -2.633 -0.606
C10 -3.336 -1.753 -0.070
H17 3.076 -0.477 2.756
O2 0.087 2.534 0.038
H18 -0.883 -0.341 -3.878
H19 3.147 0.995 1.400
H20 2.781 2.023 -0.008
H21 2.782 -0.957 -2.873
H22 -0.084 -0.602 5.537
H23 2.641 -0.472 4.476
H24 3.365 -1.912 1.086
C11 3.254 1.087 0.312
C12 -3.005 0.175 -2.149
H25 -4.072 1.197 0.295
H26 4.162 0.002 -2.249
H27 -4.385 -1.568 -0.342
H28 -0.659 1.706 2.783
H29 0.490 -2.272 1.442
C13 -3.029 0.999 0.580
Si1 0.566 -0.440 3.125
H30 -1.075 -1.565 1.673
P2 2.495 -0.320 -0.552
H31 -3.270 -1.942 1.008
H32 4.540 -1.549 -0.219

Cartesian forces (eV/Å) of the 2 atoms listed first:
H -0.321 0.001 0.012
H -0.046 0.096 0.182

strongest force on any atom = 8.87 eV/A
charge = +3
DFT total energy = -75736.6307 eV
highest occupied orbital energy (spin up / spin down) = -18.5364 / -18.5367 eV
orbital gap (spin up / spin down) = 4.3 / 4.3 eV

natural (NBO) population analysis, charges in e, atoms 1 to 4: 0.23, 0.22, 0.26, 0.34



# 2
This record from the Open Molecules 2025 dataset describes a 3-piece molecular cluster, C13H32NO4PSi overall. The level of theory is the ωB97M-V functional and the def2-TZVPD basis.

Cartesian coordinates (Å):
C1 5.752 -0.184 -1.764
C2 -4.770 0.504 3.065
Si1 1.482 -0.659 -1.296
H1 -0.913 -1.104 -1.512
H2 -8.467 1.899 3.076
H3 -3.936 0.721 -1.081
H4 2.876 -1.888 -3.643
H5 -0.145 -0.878 -3.763
H6 -6.159 1.914 2.216
O1 -7.186 0.276 2.975
H7 -4.218 -0.433 5.591
C3 8.028 1.947 -2.822
H8 7.587 -0.380 -0.692
N1 0.416 -1.657 -4.084
H9 -3.924 0.882 2.486
O2 5.021 0.777 -2.514
H10 -2.199 -2.767 0.336
C4 5.075 0.540 -3.912
H11 -0.321 -0.710 1.434
P1 1.587 -2.017 -3.073
H12 5.876 -1.110 -2.334
H13 7.037 2.400 -2.909
H14 0.085 -2.273 0.641
H15 -0.666 0.382 -0.625
O3 7.952 0.584 -2.443
O4 -4.724 1.135 4.339
H16 -2.267 -1.883 1.892
H17 -5.999 0.392 1.327
H18 1.820 0.697 -1.772
C5 -3.529 -0.002 -0.418
C6 -0.318 -0.645 -0.717
H19 -5.203 0.864 6.297
H20 6.096 0.352 -4.251
C7 -0.553 -1.392 0.616
H21 -4.653 -0.580 3.165
H22 4.696 1.429 -4.415
H23 5.162 -0.415 -0.870
H24 8.624 2.511 -2.097
C8 -2.044 -1.806 0.828
C9 -5.047 0.260 5.404
H25 2.394 -1.021 -0.189
H26 -8.621 0.680 4.357
C10 -6.049 0.831 2.327
C11 -2.994 -0.847 0.238
H27 4.440 -0.311 -4.180
H28 1.434 -3.372 -2.677
H29 -7.255 1.811 4.385
H30 8.521 1.995 -3.792
C12 -7.910 1.225 3.737
H31 6.969 1.277 -0.751
C13 7.097 0.360 -1.333
H32 -5.957 -0.309 5.201

Cartesian forces (eV/Å) of the 2 atoms listed first:
C -0.199 0.270 0.172
C 0.137 0.341 0.043

strongest force on any atom = 1.48 eV/A
charge = 0
DFT total energy = -40840.3278 eV
highest occupied orbital energy = -8.6261 eV
SMILES = C#CCCC[SiH2][PH2]=N.COCCOC.COCCOC
orbital gap = 9.3 eV

natural (NBO) population analysis, charges in e, atoms 1 to 4: -0.09, -0.09, 0.79, 0.25



# 3
This record from the Open Molecules 2025 dataset describes a 4-piece molecular cluster, C13H33ClNO11S4 overall. The level of theory is the ωB97M-V functional and the def2-TZVPD basis.

Cartesian coordinates (Å):
H1 -1.691 5.598 -2.955
S1 -2.344 -2.615 5.827
H2 -0.909 -0.042 7.631
H3 -0.040 7.418 -2.750
O1 2.880 -5.358 -2.929
C1 -0.631 5.389 -3.085
O2 -2.134 -1.447 6.880
H4 0.714 0.805 2.335
H5 -1.377 0.069 4.599
H6 -0.565 -5.590 -4.617
O3 -3.018 -2.118 4.674
C2 -1.302 0.512 5.592
H7 4.010 -2.778 -3.707
C3 0.777 0.668 -0.450
H8 3.446 -3.723 -5.118
O4 2.925 3.510 2.466
H9 -2.209 -0.338 0.439
C4 -1.035 -0.523 6.663
N1 -1.552 0.224 -0.098
H10 1.187 6.457 -3.580
H11 0.515 -6.275 -3.406
H12 1.490 2.656 0.014
H13 -0.256 4.983 -2.145
S2 2.202 -4.117 -3.163
O5 1.766 -3.322 -2.066
O6 -0.596 4.352 -4.091
H14 -4.329 -2.936 7.035
C5 0.118 6.640 -3.497
H15 -2.236 1.038 5.791
C6 -3.477 -3.562 6.786
H16 2.395 0.987 1.791
C7 3.142 -3.122 -4.266
H17 0.000 -0.706 1.043
H18 -0.591 1.644 -4.452
O7 1.645 4.268 -5.123
H19 -0.133 2.259 0.593
H20 0.936 1.528 -5.375
H21 -0.237 7.000 -4.464
H22 -0.485 1.231 5.583
H23 2.532 -2.276 -4.570
H24 -0.385 -4.659 -1.698
C8 -0.922 -4.844 -2.626
C9 -0.003 -5.365 -3.713
H25 0.374 1.051 -1.389
H26 1.753 0.214 -0.660
C10 1.417 1.463 1.831
Cl1 1.959 2.122 4.714
C11 -0.248 -0.372 0.013
H27 -0.075 -1.254 -0.640
O8 0.975 -4.388 -4.138
H28 -0.130 -1.096 6.455
H29 -0.405 2.520 -6.012
O9 -1.115 -3.334 5.689
H30 -2.974 -3.920 7.679
O10 0.509 3.719 2.902
S3 1.677 2.907 2.820
H31 -1.704 -5.578 -2.430
H32 -3.790 -4.394 6.160
C12 0.095 2.166 -5.115
S4 0.762 3.545 -4.255
O11 1.206 3.139 -2.964
C13 0.880 1.877 0.472
H33 -1.385 -3.906 -2.927

Cartesian forces (eV/Å) of the 2 atoms listed first:
H -0.032 -0.074 -0.065
S -0.027 0.084 0.248

strongest force on any atom = 0.67 eV/A
charge = -1
DFT total energy = -93889.8473 eV
highest occupied orbital energy = -1.5254 eV
orbital gap = 3.7 eV

natural (NBO) population analysis, charges in e, atoms 1 to 4: 0.19, 2.39, 0.19, 0.21



# 4
This record from the Open Molecules 2025 dataset describes C13H33F3KO14P3 as an isolated structure. The level of theory is the ωB97M-V functional and the def2-TZVPD basis.

Cartesian coordinates (Å):
C1 -0.778 4.822 5.794
P1 -3.091 -1.359 -6.166
O1 -0.512 4.475 4.456
C2 -3.105 -4.000 2.986
H1 -0.216 -1.757 6.329
H2 -3.531 -4.017 -5.389
O2 -2.623 -1.217 -4.736
H3 -5.268 -3.879 -5.499
F1 5.809 -0.782 -4.555
O3 -2.974 4.445 3.842
H4 -0.407 -1.514 -5.886
O4 -1.364 -2.183 4.668
O5 -4.379 -2.332 -6.380
H5 -5.338 0.927 -6.720
H6 0.278 -0.887 4.845
H7 -3.232 2.902 5.186
C3 0.845 -4.544 4.830
O6 -1.595 6.507 3.410
O7 0.690 -3.565 3.805
H8 -0.712 3.900 6.371
O8 -1.333 4.366 1.917
O9 3.751 0.176 -2.259
F2 4.211 -2.049 -4.029
H9 -0.060 -2.679 -7.204
C4 4.959 -0.560 -2.324
O10 -3.545 0.002 -6.934
H10 -1.310 -0.586 5.680
C5 -4.341 -3.686 -6.040
O11 -0.772 -2.035 2.122
H11 -3.620 -4.871 3.390
C6 7.068 -0.317 -1.190
P2 -0.768 -2.906 3.342
H12 -0.775 7.033 1.578
C7 5.291 -1.423 -3.586
H13 -2.547 2.443 3.625
H14 7.711 1.721 -0.670
H15 -4.006 2.050 -6.414
H16 -3.454 -3.167 3.596
C8 8.084 0.751 -1.000
H17 -4.469 0.850 -5.236
H18 7.568 -1.212 -1.560
C9 -0.706 7.241 2.646
H19 1.448 -5.346 4.404
O12 -1.948 -2.035 -7.117
C10 -3.260 3.105 4.116
P3 -1.574 4.915 3.272
H20 -0.186 -4.876 4.956
H21 1.188 -4.164 5.792
F3 6.098 -2.470 -3.236
O13 6.097 0.318 -2.018
C11 -0.560 -1.322 5.390
H22 -0.759 8.312 2.838
H23 -1.701 5.369 5.988
H24 -3.202 -3.859 1.909
H25 -4.177 2.760 3.638
H26 0.271 6.861 2.946
H27 6.595 -0.722 -0.296
K1 -1.002 0.860 -1.157
H28 -4.244 -4.260 -6.962
H29 4.952 -1.319 -1.541
C12 -0.552 -1.742 -6.941
H30 -0.052 5.523 6.205
H31 8.635 0.805 -1.939
C13 -4.334 1.016 -6.305
O14 -1.723 -4.221 3.205
H32 -0.157 -0.963 -7.594
H33 8.715 0.371 -0.197

Cartesian forces (eV/Å) of the 2 atoms listed first:
C 0.164 0.356 1.215
P 0.884 -0.463 0.660

strongest force on any atom = 3.87 eV/A
charge = 0
energy relative to the best compared isomer or geometry (same formula, charge and spin) = 575.20 kJ/mol
DFT total energy = -95027.9923 eV
highest occupied orbital energy = -5.2280 eV
orbital gap = 4.0 eV

natural (NBO) population analysis, charges in e, atoms 1 to 4: -0.26, 2.54, -0.81, -0.25